1.
9 unconnected molecules or ions with the total composition C42H111N9O12 in a non-equilibrium geometry. Source: the OMol25 dataset; level of theory: ωB97M-V with the def2-TZVPD basis set.

Last column: Mulliken spin population.
Cartesian coordinates (Å):
O  -10.222  -25.028  8.758  0.000
O  -10.153  -18.693  5.641  0.000
O  -8.756  -21.158  1.439  0.006
O  -12.914  -24.411  2.157  -0.001
O  -5.768  -18.714  -1.324  0.001
O  -10.616  -20.512  -5.978  0.000
O  -9.725  -26.747  -0.046  0.007
O  -14.327  -21.096  0.669  0.000
O  -6.962  -24.125  -1.551  0.007
O  -8.750  -15.605  -0.338  0.000
O  -7.830  -17.909  -7.263  0.000
O  -4.215  -19.515  4.422  0.000
N  -14.145  -21.847  3.632  0.000
N  -2.293  -20.141  1.446  0.000
N  -11.967  -22.535  0.154  0.000
N  -6.969  -26.078  0.561  0.765
N  -9.333  -21.695  7.551  0.000
N  -8.348  -19.206  -5.040  0.000
N  -14.710  -17.621  -0.631  0.000
N  -8.317  -13.143  -1.536  0.000
N  -2.976  -16.651  -1.859  0.000
C  -13.230  -22.899  4.102  0.000
C  -5.776  -25.243  0.436  0.024
C  -9.225  -14.045  -2.223  0.000
C  -10.651  -21.899  0.006  0.000
C  -9.662  -26.024  9.574  0.000
C  -14.591  -19.062  -0.778  0.000
C  -10.036  -20.840  -4.666  0.000
C  -13.461  -25.489  1.457  0.000
C  -8.743  -15.528  -1.712  0.000
C  -7.293  -17.374  -8.521  0.000
C  -9.325  -19.430  6.478  0.000
C  -11.501  -21.550  -6.451  0.000
C  -8.071  -25.403  1.241  0.028
C  -13.851  -19.433  -2.039  0.000
C  -10.658  -27.755  -0.120  -0.002
C  -9.672  -17.364  5.442  0.000
C  -10.110  -21.595  1.489  -0.002
C  -13.607  -24.271  3.340  0.000
C  -8.183  -16.814  0.243  0.000
C  -10.096  -22.933  7.609  0.000
C  -9.290  -23.943  8.384  0.000
C  -15.681  -21.492  0.455  0.000
C  -8.201  -20.617  2.645  0.000
C  -4.349  -18.504  -1.266  0.000
C  -10.536  -20.688  -0.948  0.000
C  -7.036  -17.504  -6.187  0.000
C  -3.087  -19.943  3.639  0.000
C  -4.156  -17.298  -2.208  0.000
C  -9.227  -13.773  -3.689  0.000
C  -3.957  -19.169  5.774  0.000
C  -6.001  -23.992  -0.474  0.074
C  -6.258  -19.710  -0.399  -0.002
C  -4.218  -21.577  2.021  0.001
C  -14.066  -19.700  0.597  0.000
C  -4.024  -17.793  -3.629  0.000
C  -9.238  -26.458  1.282  0.011
C  -13.415  -22.984  5.581  0.000
C  -7.806  -17.839  -4.878  0.000
C  -9.425  -19.503  -4.063  0.000
C  -6.972  -23.052  -2.453  0.003
C  -3.509  -20.251  2.253  0.000
C  -10.117  -20.760  6.754  0.000
H  -3.139  -18.425  -3.708  0.000
H  -14.339  -21.864  2.641  0.000
H  -7.149  -16.296  -8.591  0.000
H  -15.807  -21.712  -0.605  0.000
H  -13.748  -20.511  -2.162  0.000
H  -11.973  -23.190  0.923  0.001
H  -6.681  -16.474  -6.198  0.000
H  -10.042  -22.670  -0.466  0.006
H  -7.763  -15.801  -2.103  0.000
H  -7.322  -26.376  -0.338  -0.016
H  -10.155  -18.697  -3.993  0.000
H  -10.132  -21.150  5.736  0.000
H  -2.613  -20.390  0.521  0.000
H  -7.132  -16.815  -0.045  0.000
H  -8.125  -21.418  3.381  0.000
H  -6.299  -17.792  -8.683  0.000
H  -10.233  -23.439  6.653  0.000
H  -2.671  -20.861  4.053  0.000
H  -3.451  -22.345  1.924  0.000
H  -4.944  -18.277  -3.957  0.000
H  -10.295  -28.766  0.064  0.000
H  -7.352  -23.376  -3.422  0.000
H  -10.735  -20.995  -1.975  0.000
H  -9.549  -20.226  -0.973  0.000
H  -5.031  -25.891  -0.027  0.013
H  -7.288  -19.961  -0.651  0.000
H  -9.341  -12.717  -3.934  0.000
H  -7.716  -22.318  -2.142  -0.003
H  -7.890  -25.111  2.276  0.016
H  -6.192  -19.424  0.651  0.000
H  -12.256  -21.789  -5.701  0.000
H  -8.852  -19.708  -3.159  0.000
H  -12.235  -22.544  3.833  0.000
H  -2.840  -15.854  -2.463  0.000
H  -8.668  -17.349  5.020  0.000
H  -10.209  -22.489  2.105  -0.001
H  -9.388  -16.285  -2.158  0.000
H  -8.590  -17.789  -0.025  0.000
H  -14.509  -19.276  1.498  0.000
H  -13.704  -20.959  3.821  0.000
H  -8.536  -19.755  5.801  0.000
H  -12.995  -19.567  0.745  0.000
H  -5.690  -20.634  -0.507  0.001
H  -8.659  -19.241  -6.000  0.000
H  -2.154  -19.158  1.261  0.000
H  -8.120  -16.614  1.313  0.000
H  -10.206  -13.841  -1.794  0.000
H  -10.245  -26.945  9.572  0.000
H  -15.921  -22.456  0.903  0.000
H  -8.410  -21.719  7.141  0.000
H  -4.694  -21.612  1.041  0.002
H  -7.921  -17.605  -9.381  0.000
H  -4.898  -18.765  6.148  0.000
H  -4.164  -19.431  1.957  0.000
H  -8.344  -24.526  0.654  0.059
H  -12.841  -19.023  -2.071  0.000
H  -8.439  -24.298  7.803  0.000
H  -10.334  -16.825  4.764  0.000
H  -8.836  -27.310  1.830  -0.001
H  -6.133  -18.114  -6.207  0.000
H  -3.865  -16.931  -4.276  0.000
H  -11.087  -22.861  8.057  0.000
H  -6.265  -23.151  0.167  0.009
H  -9.454  -25.788  10.618  0.000
H  -10.727  -20.870  2.021  -0.001
H  -5.012  -16.656  -2.002  0.000
H  -8.775  -26.337  9.023  0.000
H  -11.068  -19.759  -0.742  0.000
H  -14.397  -23.391  5.824  0.000
H  -11.084  -20.453  7.152  0.000
H  -15.268  -17.329  -1.421  0.000
H  -11.396  -27.509  0.644  0.001
H  -4.838  -21.858  2.873  0.000
H  -11.123  -27.637  -1.099  0.000
H  -14.413  -19.005  -2.870  0.000
H  -13.101  -25.096  3.842  0.000
H  -5.285  -24.888  1.341  -0.008
H  -3.661  -20.032  6.369  0.000
H  -12.635  -23.595  6.035  0.000
H  -8.982  -18.988  7.413  0.000
H  -8.464  -13.164  -0.536  0.000
H  -15.653  -19.294  -0.849  0.000
H  -13.329  -22.018  6.077  0.000
H  -8.819  -23.573  9.294  0.000
H  -2.347  -19.144  3.673  0.000
H  -7.051  -17.671  -4.110  0.000
H  -8.688  -17.216  -4.730  0.000
H  -13.176  -26.440  1.907  0.000
H  -11.906  -21.336  -7.440  0.000
H  -3.690  -19.314  -1.579  0.000
H  -7.397  -13.558  -1.571  0.000
H  -9.328  -21.660  -4.792  0.000
H  -10.952  -22.492  -6.465  0.000
H  -8.906  -19.908  3.080  0.000
H  -15.232  -17.339  0.186  0.000
H  -3.984  -18.280  -0.263  0.000
H  -10.799  -21.262  -4.012  0.000
H  -14.671  -24.510  3.340  0.000
H  -2.210  -17.263  -2.102  0.000
H  -3.160  -18.427  5.801  0.000
H  -9.689  -16.835  6.396  0.000
H  -16.391  -20.713  0.733  0.000
H  -6.008  -22.583  -2.649  0.001
H  -9.963  -14.406  -4.185  0.000
H  -14.550  -25.491  1.425  0.000
H  -5.037  -23.698  -0.890  -0.005
H  -7.225  -20.155  2.492  0.000
H  -8.224  -13.970  -4.066  0.000
H  -13.067  -25.475  0.441  0.000
H  -10.010  -26.049  1.934  0.002
H  -12.678  -21.844  0.346  0.000

Summary:
HOMO (spin up / spin down), eV: -10.1 / -10.1
Total charge: +1
Multiplicity: 2
Lowest unoccupied orbital energy (spin up / spin down), eV: -2.34 / -7.59
<S²>: 0.754
DFT total energy, a.u.: -3061.7817
Orbital gap (spin up / spin down), eV: 7.77 / 2.52

2.
C3H7N2OP in the gas phase in a non-equilibrium geometry. Source: the OMol25 dataset; level of theory: ωB97M-V with the def2-TZVPD basis set.

Last column: Löwdin charge in e.
Cartesian coordinates (Å):
P  0.846  -0.387  0.011  0.471
O  1.417  -1.612  -0.440  -0.296
N  -1.764  0.304  -0.956  0.114
N  1.267  -0.039  1.684  -0.071
C  -0.932  -0.364  -0.235  -0.352
C  1.261  1.083  -0.956  -0.205
C  -2.316  -0.776  -0.101  -0.169
H  1.279  -0.935  2.046  -0.010
H  -2.793  -0.215  0.828  0.112
H  0.666  0.601  2.287  0.087
H  2.387  1.132  -1.319  0.096
H  0.816  2.009  -0.471  0.063
H  -2.808  -1.702  -0.427  0.087
H  0.673  0.902  -1.953  0.076

Summary:
HOMO, eV: -10.4
Multiplicity: 1
Lowest unoccupied orbital energy, eV: 0.48
DFT total energy, a.u.: -644.5627
Orbital gap, eV: 10.85

3.
A gas-phase ion, C18H36N (charge +1) in a non-equilibrium geometry. Source: the OMol25 dataset; level of theory: ωB97M-V with the def2-TZVPD basis set.

Last column: Löwdin charge in e.
Cartesian coordinates (Å):
N  -4.264  0.293  0.295  -0.340
C  4.042  1.054  0.658  -0.217
C  -6.376  -0.859  -0.165  -0.027
C  6.239  0.716  -0.607  -0.207
C  0.234  0.630  -0.087  -0.221
C  1.721  0.279  -0.055  -0.217
C  4.743  1.052  -0.701  -0.208
C  -7.573  -0.789  -0.224  -0.051
C  -0.590  -0.505  -0.692  -0.200
C  5.990  -1.802  -0.066  -0.268
C  -4.757  0.679  1.631  0.011
C  -2.785  0.110  0.377  -0.133
C  6.575  -1.773  1.341  -0.109
C  6.578  -0.729  -0.983  -0.224
C  2.555  1.399  0.566  -0.215
C  -2.059  -0.141  -0.943  -0.176
C  -9.006  -0.707  -0.295  -0.070
C  -4.613  1.353  -0.668  0.014
C  -4.933  -0.985  -0.109  -0.120
H  6.345  -0.839  1.846  0.058
H  -4.561  -1.280  -1.093  0.138
H  -0.534  -1.383  -0.046  0.121
H  2.431  2.312  -0.022  0.115
H  4.905  -1.693  -0.018  0.089
H  -2.593  -0.729  1.050  0.147
H  -0.148  -0.779  -1.651  0.123
H  -9.412  -1.689  -0.535  0.096
H  6.171  -2.590  1.936  0.070
H  -4.458  -0.061  2.371  0.122
H  -4.089  2.273  -0.416  0.124
H  6.229  -0.912  -2.002  0.108
H  -4.660  -1.759  0.615  0.152
H  6.601  0.931  0.398  0.102
H  7.666  -0.836  -0.987  0.110
H  -0.096  0.840  0.933  0.110
H  -2.518  -0.966  -1.489  0.112
H  1.862  -0.637  0.523  0.123
H  2.062  0.087  -1.073  0.111
H  4.529  1.795  1.295  0.117
H  6.198  -2.779  -0.510  0.105
H  -2.374  1.012  0.835  0.136
H  4.622  2.043  -1.143  0.112
H  7.657  -1.882  1.303  0.076
H  -4.343  1.052  -1.677  0.116
H  4.261  0.337  -1.370  0.101
H  -5.687  1.530  -0.638  0.112
H  4.152  0.082  1.140  0.098
H  2.178  1.599  1.572  0.112
H  -5.845  0.737  1.615  0.109
H  -4.352  1.648  1.917  0.120
H  -9.413  -0.383  0.662  0.092
H  -9.306  -0.004  -1.070  0.092
H  6.791  1.364  -1.291  0.107
H  0.096  1.537  -0.680  0.123
H  -2.087  0.749  -1.574  0.118

Summary:
HOMO, eV: -12.4
Total charge: +1
Multiplicity: 1
Lowest unoccupied orbital energy, eV: -2.39
DFT total energy, a.u.: -761.9178
Orbital gap, eV: 10.00

4.
C10H10N2O2 in the gas phase in a non-equilibrium geometry. Source: the OMol25 dataset; level of theory: ωB97M-V with the def2-TZVPD basis set.

Last column: Löwdin charge in e.
Cartesian coordinates (Å):
O  -1.193  0.252  1.516  0.080
O  2.478  -1.753  -0.159  0.144
N  0.619  -0.685  0.512  0.025
N  0.323  1.612  0.227  0.052
C  -0.650  -1.378  -0.372  -0.132
C  -0.229  0.438  0.748  -0.512
C  1.908  -0.732  0.145  -0.517
C  1.630  1.654  -0.047  -0.087
C  -0.053  -0.250  -0.927  -0.102
C  -0.698  0.949  -0.882  -0.251
C  2.412  0.628  -0.099  0.024
C  -1.977  -1.403  -0.079  -0.073
C  -2.073  0.861  -0.654  -0.063
C  -2.731  -0.257  -0.246  -0.073
H  -0.052  -2.311  -0.245  0.169
H  -0.271  1.760  -1.381  0.138
H  2.108  2.611  -0.014  0.144
H  -2.412  1.903  -0.328  0.146
H  -3.738  -0.414  0.219  0.139
H  3.426  0.640  -0.358  0.114
H  0.393  -1.535  0.971  0.183
H  1.027  -0.400  -1.208  0.163
H  -2.475  -2.249  0.233  0.091
H  -0.115  2.448  0.574  0.200

Summary:
HOMO, eV: -6.0
Multiplicity: 1
Lowest unoccupied orbital energy, eV: -0.05
DFT total energy, a.u.: -646.4444
Orbital gap, eV: 5.94